The following is a DFT calculation (wB97M-V/def2-TZVPD) of a structure of composition C3H5PS3 at a distorted geometry.

<S²> = 2.0133
energy relative to the best compared isomer or geometry (same formula, charge and spin) = 0.0 kJ/mol
LUMO (alpha / beta) = 0.424 / -3.423 eV
multiplicity = 3

Each line ends with the Löwdin spin population.
CARTESIAN COORDINATES (ANGSTROEM)
C (1.2909, -0.8595, -0.1637)  0.0310
C (0.6997, 1.1834, 0.3003)  0.0200
C (1.2560, -0.0588, 0.8945)  0.0907
P (-1.8067, -0.4489, -0.6114)  0.4056
S (-2.7522, 1.2285, -0.8441)  0.6865
S (0.5878, 0.2955, -1.3127)  0.2075
S (-1.6959, -1.5329, 1.0172)  0.5390
H (1.5652, -1.8799, -0.3444)  -0.0009
H (-1.7197, -1.1777, -1.8104)  0.0119
H (-0.2808, 1.4831, 0.6725)  0.0049
H (1.3841, 2.0263, 0.2727)  0.0026
H (1.4716, -0.2591, 1.9295)  0.0012

The following is a DFT calculation (wB97M-V/def2-TZVPD) of the molecule C3H6 at a distorted geometry.

energy relative to the best compared isomer or geometry (same formula, charge and spin) = 57.3 kJ/mol
LUMO = 1.313 eV

Each line ends with the Mulliken charge.
CARTESIAN COORDINATES (ANGSTROEM)
C (0.6754, 1.0081, 0.6370)  -0.6366
C (-0.0831, -0.0437, 0.6177)  0.1003
C (-0.4600, -0.6462, -0.7079)  -0.9292
H (1.2769, 1.0646, -0.3363)  0.1990
H (1.0522, 1.5608, 1.5632)  0.2562
H (-0.6781, -0.5184, 1.4693)  0.2401
H (-1.2949, -0.0353, -1.2358)  0.2153
H (0.4477, -0.7202, -1.3676)  0.2764
H (-0.9362, -1.6697, -0.6396)  0.2784

The following is a DFT calculation (wB97M-V/def2-TZVPD) of a structure of composition C3H6AlO3 at a distorted geometry.

net charge = +3
LUMO = -20.880 eV

Each line ends with the Mulliken charge.
CARTESIAN COORDINATES (ANGSTROEM)
H (-1.2183, 1.3105, 0.9644)  0.3650
C (-1.6624, 0.3710, 0.6150)  -1.0295
C (-1.0163, -0.1079, -0.6593)  -0.1656
H (-2.7245, 0.5528, 0.4099)  0.3644
H (-1.5866, -0.3855, 1.4058)  0.3740
H (-0.7851, 0.7007, -1.3605)  0.3589
H (-1.6220, -0.8504, -1.1853)  0.3474
O (1.4165, 1.0269, -0.3487)  0.1036
C (1.2917, -0.2027, -0.2564)  0.9236
O (0.2280, -0.8798, -0.3636)  -0.1616
O (2.3822, -0.8093, 0.2134)  -0.1612
Al (2.9824, 1.0297, 0.1484)  1.1940
H (2.3144, -1.7561, 0.4170)  0.4870

The following is a DFT calculation (wB97M-V/def2-TZVPD) of a structure of composition C3H6AsCl6F6NiO4PY at a distorted geometry.

net charge = +1
<S²> = 2.0048
energy relative to the best compared isomer or geometry (same formula, charge and spin) = 237.4 kJ/mol
LUMO (alpha / beta) = -5.554 / -6.024 eV
multiplicity = 3

Each line ends with the Löwdin spin population.
CARTESIAN COORDINATES (ANGSTROEM)
Y (1.9518, 1.4422, 0.7714)  0.0165
Ni (0.5096, -1.5403, -1.6730)  1.7044
P (0.2773, -0.6072, 0.8158)  0.0092
O (1.5512, -0.5150, 1.7247)  0.0196
O (-0.4224, -1.7009, -0.0334)  0.0928
O (1.2256, -0.3094, -0.3669)  0.1153
O (-0.1568, 0.8933, 0.9006)  0.0043
As (1.3968, 1.5499, -3.0381)  0.0014
F (2.4687, 2.8031, -3.7886)  -0.0002
F (-0.0198, 2.5733, -3.3417)  0.0027
F (0.2835, 0.2195, -2.5775)  0.0301
F (2.7943, 0.5000, -2.6379)  0.0007
F (1.6584, 2.1523, -1.3559)  0.0000
F (1.3233, 0.6517, -4.6664)  0.0019
C (-1.0421, 3.6309, 1.8592)  0.0001
Cl (-1.3445, 4.0873, 0.1596)  0.0000
Cl (0.6559, 3.3990, 2.1413)  0.0001
H (-1.4935, 4.3136, 2.5791)  0.0000
H (-1.5507, 2.6907, 2.0725)  0.0000
C (1.5931, -4.2007, 1.7389)  0.0000
Cl (2.2418, -3.5903, 3.3116)  -0.0001
Cl (1.7557, -6.0233, 1.8374)  0.0000
H (0.5372, -3.9354, 1.6852)  0.0001
H (2.1945, -3.8073, 0.9194)  0.0000
C (-3.5425, -0.9868, 0.2323)  0.0004
Cl (-4.3173, 0.0172, 1.4028)  0.0000
Cl (-4.7104, -1.7330, -0.8975)  0.0001
H (-3.0128, -0.3099, -0.4380)  0.0000
H (-2.8058, -1.6646, 0.6633)  0.0005

The following is a DFT calculation (wB97M-V/def2-TZVPD) of a structure of composition C3H6AuO4 at a distorted geometry.

net charge = +2
<S²> = 3.7663
energy relative to the best compared isomer or geometry (same formula, charge and spin) = 126.7 kJ/mol
LUMO (alpha / beta) = -10.116 / -14.479 eV
multiplicity = 4

Each line ends with the Löwdin spin population.
CARTESIAN COORDINATES (ANGSTROEM)
O (0.1372, -1.1159, 0.2006)  0.0600
C (-0.6682, -0.0441, 0.2849)  0.0013
O (-1.8362, 0.0246, 0.0982)  0.0529
O (0.1940, 0.9788, 0.4145)  0.2101
C (-0.1286, 2.2870, -0.1046)  0.0195
H (-0.8740, 2.2581, -0.9031)  0.0019
H (-0.4719, 2.8807, 0.7461)  0.0047
C (-0.4482, -2.4217, 0.0043)  0.0091
H (-1.1147, -2.6341, 0.8454)  0.0018
H (-0.9888, -2.4317, -0.9467)  0.0009
H (0.3914, -3.1189, -0.0148)  0.0009
O (3.0013, 0.8768, -0.4790)  1.7007
H (0.9759, 2.5998, -0.5029)  0.0093
Au (1.8309, -0.1394, 0.3569)  0.9269

The following is a DFT calculation (wB97M-V/def2-TZVPD) of a structure of composition C3H6BClCuF4N2O4S.

net charge = -1
LUMO = 2.589 eV

Each line ends with the Mulliken charge.
CARTESIAN COORDINATES (ANGSTROEM)
Cu (-1.3513, -1.2466, -0.9953)  0.3364
O (-3.8759, -4.0038, -0.3613)  -0.6298
Cl (-2.7943, -3.5666, -1.1995)  1.9384
O (-2.5077, -4.5326, -2.2264)  -0.6295
O (-3.1172, -2.2607, -1.8086)  -0.6695
O (-1.5878, -3.3237, -0.3843)  -0.6902
S (0.4502, -0.4556, -2.1904)  -0.4430
C (1.2966, 0.4034, -0.9975)  0.2471
N (1.9161, 1.5830, -1.2247)  -0.2375
C (2.3539, 2.2192, 0.0275)  -0.3231
C (2.3488, 1.0234, 0.9886)  -0.4764
N (1.5708, 0.0239, 0.2499)  -0.0702
H (1.6460, 2.1101, -2.0366)  0.2395
H (1.6401, 2.9733, 0.3491)  0.2437
H (3.3414, 2.6629, -0.0764)  0.2831
H (1.8704, 1.2590, 1.9316)  0.2540
H (3.3558, 0.6471, 1.1727)  0.3057
H (0.9580, -0.6121, 0.7352)  0.2853
F (-2.7386, 1.2211, 2.2816)  -0.3429
B (-1.5162, 1.0288, 1.6354)  0.5087
F (-1.7474, 0.4607, 0.3203)  -0.2927
F (-0.8308, 2.2683, 1.4445)  -0.4035
F (-0.6811, 0.1177, 2.3648)  -0.4334

The following is a DFT calculation (wB97M-V/def2-TZVPD) of a cluster of 2 separate species, C3H6BF4NO4P in total at a distorted geometry.

net charge = -1
LUMO = 2.957 eV

Each line ends with the Mulliken charge.
CARTESIAN COORDINATES (ANGSTROEM)
N (3.6216, -2.3827, 0.6755)  -0.6260
C (2.6221, -1.3431, 0.4337)  -0.8097
P (0.8142, -1.7834, 0.6046)  0.7983
F (1.0728, -3.2012, -0.0146)  -0.2722
F (-0.7515, -2.2112, 0.6621)  -0.3364
H (3.4916, -2.7915, 1.5922)  0.2226
H (3.5885, -3.0957, -0.0377)  0.2623
H (2.7702, -0.9689, -0.5705)  0.3961
H (2.8054, -0.5057, 1.0974)  0.4115
H (0.8058, -1.6481, 1.9996)  -0.0249
H (0.4409, -0.6693, -0.1657)  -0.0324
B (-3.3051, 1.7958, -1.2772)  0.5490
O (-3.2910, 3.0376, -0.4443)  -0.4279
C (-2.0748, 3.2424, 0.0189)  0.5565
O (-1.7269, 4.1555, 0.7211)  -0.6179
C (-1.1703, 2.1161, -0.4919)  0.6637
O (0.0073, 2.0014, -0.2586)  -0.6267
O (-1.8916, 1.3012, -1.2285)  -0.3949
F (-3.6646, 2.0925, -2.5823)  -0.3468
F (-4.1645, 0.8582, -0.7338)  -0.3442

The following is a DFT calculation (wB97M-V/def2-TZVPD) of a structure of composition C3H6BaO3 at a distorted geometry.

energy relative to the best compared isomer or geometry (same formula, charge and spin) = 614.8 kJ/mol
LUMO (alpha / beta) = -0.876 / -0.916 eV

Each line ends with the Mulliken charge.
CARTESIAN COORDINATES (ANGSTROEM)
O (0.4408, 0.4441, 0.0631)  -0.5868
C (0.0758, 1.6026, -0.6978)  -0.3590
C (-0.0213, 1.1102, -2.1372)  -0.2459
O (0.9399, 0.0831, -2.2522)  -0.3747
C (0.6847, -0.9171, -1.2903)  -0.9757
Ba (-1.0655, -1.2682, 1.1218)  1.4713
H (0.9648, 2.2050, -0.4765)  0.2275
H (0.2509, 1.9245, -2.8202)  0.2814
H (-1.0336, 0.7456, -2.3760)  0.1975
H (1.6238, -1.3303, -0.8966)  0.3793
H (0.3623, -1.7629, -1.9306)  0.4508
H (-0.7540, 2.2711, -0.4384)  0.2801
O (-0.3189, 0.5535, 1.9812)  -0.7458

The following is a DFT calculation (wB97M-V/def2-TZVPD) of a cluster of 2 separate species, C3H6Br2O3 in total at a distorted geometry.

energy relative to the best compared isomer or geometry (same formula, charge and spin) = 157.0 kJ/mol
LUMO = -0.300 eV

Each line ends with the Mulliken charge.
CARTESIAN COORDINATES (ANGSTROEM)
O (1.2276, -0.5945, 2.2461)  -0.4359
C (0.4112, -0.7216, 1.3587)  0.0957
C (0.4849, -0.4954, -0.1749)  -0.3717
Br (1.7816, 0.9685, -0.5668)  -0.1143
C (-0.6947, -0.3437, -1.0377)  -0.0073
O (-0.5181, 0.0438, -2.2968)  -0.4359
Br (-1.5038, -2.3916, -1.0072)  -0.2634
H (-0.4237, -1.5073, 1.5541)  0.1997
H (1.0509, -1.3732, -0.6134)  0.5705
H (-1.5587, 0.1813, -0.5831)  0.4087
H (0.3049, -0.1920, -2.7197)  0.3432
O (-0.3344, 1.8111, 1.2694)  -0.5485
H (0.5596, 1.9540, 1.4308)  0.2810
H (-0.7873, 2.6607, 1.1403)  0.2782

The following is a DFT calculation (wB97M-V/def2-TZVPD) of a cluster of 2 separate species, C3H6BrCl in total at a distorted geometry.

energy relative to the best compared isomer or geometry (same formula, charge and spin) = 196.4 kJ/mol
LUMO (alpha / beta) = -0.628 / 0.520 eV

Each line ends with the Mulliken charge.
CARTESIAN COORDINATES (ANGSTROEM)
C (1.4061, 0.0859, -0.6774)  -0.3204
C (0.8419, -0.9729, 0.1254)  -0.7296
C (-1.7421, 0.4784, 0.7618)  -0.2311
Cl (-1.2543, 1.8282, -0.1681)  -0.1429
Br (-3.0773, -0.6208, -0.0314)  -0.0797
H (1.5176, -0.2086, -1.7202)  0.2604
H (2.3497, 0.4596, -0.2753)  0.2643
H (0.7054, 0.9579, -0.6771)  -0.0495
H (0.2064, -1.7227, -0.3071)  0.3587
H (1.0201, -1.0186, 1.1845)  0.3309
H (-1.9736, 0.7335, 1.7848)  0.3389

The following is a DFT calculation (wB97M-V/def2-TZVPD) of the ion C3H6BrClNO3S with charge -1 at a distorted geometry.

net charge = -1
energy relative to the best compared isomer or geometry (same formula, charge and spin) = 0.0 kJ/mol
LUMO = 3.047 eV

Each line ends with the Mulliken charge.
CARTESIAN COORDINATES (ANGSTROEM)
C (0.6169, -0.4291, -0.6691)  -1.0460
C (-0.0571, 0.9891, -0.3870)  0.1238
Cl (-0.9462, 1.4356, -1.8729)  -0.1799
C (-1.0290, 0.9492, 0.7496)  -0.4113
Br (-2.0583, 2.5885, 0.8608)  -0.1570
N (-2.2137, -0.2010, 0.5438)  -0.4201
S (-1.9829, -1.2639, 1.8394)  1.0847
O (-2.5020, -0.5759, 3.0050)  -0.6485
O (-2.7753, -2.4113, 1.3755)  -0.6960
O (-0.5108, -1.5549, 1.8969)  -0.6343
H (-0.2150, -1.0903, -0.8724)  0.3029
H (1.6096, -0.3889, -1.3708)  0.2748
H (1.1005, -0.8095, 0.2289)  0.2979
H (0.7432, 1.8188, -0.2443)  0.3431
H (-0.6459, 0.7278, 1.8143)  0.5054
H (-1.9101, -0.9022, -0.1103)  0.2607

The following is a DFT calculation (wB97M-V/def2-TZVPD) of a structure of composition C3H6BrIO at a distorted geometry.

energy relative to the best compared isomer or geometry (same formula, charge and spin) = 52.0 kJ/mol
LUMO = 0.343 eV

Each line ends with the Mulliken charge.
CARTESIAN COORDINATES (ANGSTROEM)
C (-1.3701, -0.0828, 0.2172)  -1.2536
C (-0.0599, 0.6309, -0.2397)  0.1531
C (1.1606, -0.2618, 0.4929)  -0.7333
O (0.1210, 0.6709, -1.5836)  -0.4486
Br (1.2569, -2.0533, -0.1501)  -0.0702
I (3.0070, 0.7443, 0.3253)  0.1085
H (-1.7823, -1.0779, -0.0966)  0.3343
H (-1.2737, -0.3525, 1.2664)  0.3747
H (-2.2467, 0.6056, 0.0880)  0.3200
H (-0.0951, 1.6743, 0.1466)  0.3846
H (0.9496, -0.4009, 1.5156)  0.4982
H (0.3328, -0.0970, -1.9821)  0.3323